(1)
Formula: C6H10N3O
Source: the OMol25 dataset
Level of theory: ωB97M-V/def2-TZVPD

## Properties
- frontier orbital gap (eV) = 7.661
- ΔE to the lowest compared entry with this formula, charge and spin (kcal per mole) = 105.82
- energy (Eh) = -473.77420
- E_HOMO (eV) = -12.0577
- total charge = +1
- multiplicity = 1
- LUMO level (eV) = -4.40

```
20
C6H10N3O ωB97M-V/def2-TZVPD
C -0.225 -0.501 0.085
C 0.892 -1.245 0.112
C -0.330 0.913 0.067
C 2.912 0.346 -0.141
C 0.887 -2.697 0.103
C -1.755 1.435 0.138
N 2.265 -0.703 0.118
N 0.679 1.675 0.179
N 0.705 2.944 -0.023
O 3.558 1.200 -0.560
H -1.090 -1.036 0.255
H -0.215 -3.042 0.196
H 1.289 -3.280 0.899
H 1.416 -2.920 -0.795
H -2.443 0.682 -0.343
H -1.898 2.301 -0.445
H -2.160 1.541 1.188
H 2.840 -1.461 0.457
H 1.567 3.325 -0.321
H -0.138 3.529 -0.140
```



(2)
Formula: C6H10N3O3S
Source: the OMol25 dataset
Level of theory: ωB97M-V/def2-TZVPD

## Properties
- frontier orbital gap (eV) = 8.984
- ΔE to the lowest compared entry with this formula, charge and spin (kcal per mole) = 85.23
- energy (Eh) = -1022.40453
- SMILES = CC(=C/[N+](C)=C=O)/C=N/S(N)(=O)=O
- E_HOMO (eV) = -13.9601
- total charge = +1
- multiplicity = 1
- LUMO level (eV) = -4.98

```
23
C6H10N3O3S ωB97M-V/def2-TZVPD
C 0.721 0.784 0.069
C 1.079 -1.461 -0.979
C 1.488 -0.191 -0.823
C 0.313 -2.748 0.826
C 2.526 0.548 -1.491
C -1.339 -1.777 -0.646
N -0.478 0.688 0.441
N 0.005 -1.989 -0.147
N -2.409 2.451 0.919
O 0.522 -3.241 1.822
O -1.503 0.776 2.496
O -0.031 2.704 1.936
S -1.042 1.746 1.582
H 1.238 1.732 0.433
H 1.604 -1.967 -1.713
H 3.359 0.011 -1.785
H 2.886 1.414 -0.837
H 2.213 0.851 -2.391
H -1.254 -2.123 -1.643
H -1.809 -0.828 -0.380
H -2.189 -2.411 -0.087
H -3.187 1.804 0.931
H -2.711 3.228 1.470
```



(3)
Formula: C6H10N3O5S
Source: the OMol25 dataset
Level of theory: ωB97M-V/def2-TZVPD

## Properties
- frontier orbital gap (eV) = 9.568
- ΔE to the lowest compared entry with this formula, charge and spin (kcal per mole) = 39.98
- energy (Eh) = -1172.79832
- E_HOMO (eV) = -13.9674
- total charge = +1
- multiplicity = 1
- LUMO level (eV) = -4.40

```
25
C6H10N3O5S ωB97M-V/def2-TZVPD
C 1.722 0.862 0.854
C 0.707 1.162 1.739
C -0.298 -1.334 0.714
C 0.730 -1.293 -0.066
C 1.560 -0.046 -0.381
C -0.559 0.448 1.777
N -3.385 0.456 0.688
N -1.118 0.029 3.138
N 0.777 0.704 -1.437
O -0.299 0.013 4.028
O -2.274 -0.278 3.228
O -2.285 2.617 1.390
O -1.494 1.214 -0.615
O 1.106 -2.242 -0.953
S -2.031 1.364 0.759
H 2.595 1.465 0.922
H 0.795 1.781 2.620
H -0.983 -2.124 0.945
H 2.592 -0.123 -0.833
H -4.148 0.700 1.316
H -3.198 -0.544 0.617
H 0.504 0.056 -2.210
H 1.173 1.536 -1.824
H -0.119 0.965 -0.920
H 0.899 -3.182 -0.660
```



(4)
Formula: C6H10N3O5S
Source: the OMol25 dataset
Level of theory: ωB97M-V/def2-TZVPD

## Properties
- frontier orbital gap (eV) = 9.563
- ΔE to the lowest compared entry with this formula, charge and spin (kcal per mole) = 9.72
- energy (Eh) = -1172.84653
- SMILES = NS(=O)(=O)[C@]1([N+](=O)[O-])C=C[C@H]([NH3+])C(O)=C1
- E_HOMO (eV) = -13.5495
- total charge = +1
- multiplicity = 1
- LUMO level (eV) = -3.99

```
25
C6H10N3O5S ωB97M-V/def2-TZVPD
C 1.218 0.085 -1.493
C -0.104 0.032 -1.624
C -0.119 1.440 0.513
C 1.196 1.343 0.759
C 1.937 0.435 -0.203
C -0.834 0.439 -0.301
N -2.449 -1.922 -0.080
N -2.167 0.993 -0.676
N 2.190 -0.938 0.457
O -2.739 0.214 -1.387
O -2.710 1.975 -0.167
O -0.130 -1.932 0.577
O -1.733 -0.559 1.961
O 1.935 2.149 1.519
S -1.295 -1.006 0.691
H 1.961 -0.189 -2.184
H -0.628 -0.415 -2.440
H -0.784 2.137 0.959
H 2.869 0.978 -0.412
H -2.368 -2.884 0.234
H -3.458 -1.486 -0.266
H 2.509 -1.586 -0.263
H 1.297 -1.476 0.611
H 2.746 -0.820 1.232
H 1.660 2.994 1.983
```



(5)
Formula: C6H10N4O
Source: the OMol25 dataset
Level of theory: ωB97M-V/def2-TZVPD

## Properties
- frontier orbital gap (eV) = 9.870
- ΔE to the lowest compared entry with this formula, charge and spin (kcal per mole) = 102.03
- energy (Eh) = -528.71988
- SMILES = C=C(C)n1cnnc1.C=NO
- E_HOMO (eV) = -9.2091
- multiplicity = 1
- LUMO level (eV) = 0.66

```
21
C6H10N4O ωB97M-V/def2-TZVPD
C 2.018 0.402 1.418
C 0.888 2.112 0.951
C -1.376 0.541 0.218
C -0.256 -1.636 0.804
C 0.295 -0.205 -1.978
C -0.300 -0.063 0.759
N 2.814 1.414 1.516
N 2.099 2.482 1.187
N 1.016 0.798 -1.785
N 0.793 0.721 1.041
O 0.590 2.112 -1.986
H 2.451 -0.528 1.679
H 0.217 2.828 0.737
H -2.319 0.033 -0.114
H 1.283 2.785 -1.805
H -1.511 1.626 0.073
H -1.332 -1.982 0.631
H 0.596 -2.043 0.181
H -0.030 -1.920 1.917
H 1.005 -1.064 -1.789
H -0.720 -0.092 -2.365
```



(6)
Formula: C6H10N4O2P
Source: the OMol25 dataset
Level of theory: ωB97M-V/def2-TZVPD

## Properties
- frontier orbital gap (eV) = 8.211
- ΔE to the lowest compared entry with this formula, charge and spin (kcal per mole) = 9.11
- energy (Eh) = -945.53513
- SMILES = C=C(C)N(C)/C(=N\[P@H](=O)[O-])NC#N
- E_HOMO (eV) = -4.8589
- total charge = -1
- multiplicity = 1
- LUMO level (eV) = 3.35

```
23
C6H10N4O2P ωB97M-V/def2-TZVPD
C 1.698 -2.358 -0.642
C -0.364 -1.137 -0.469
C 0.587 1.027 -0.125
C 1.567 1.855 0.696
C 0.253 1.302 -1.384
C 0.195 -0.442 1.852
N 2.830 -2.481 -0.483
N -1.579 -1.168 -0.826
N 0.316 -0.247 0.446
N 0.388 -2.296 -0.842
O -3.377 0.323 -1.889
O -2.220 1.159 0.319
P -2.718 0.052 -0.585
H 1.475 2.884 0.418
H 2.585 1.642 0.388
H 1.682 1.633 1.843
H -0.768 0.976 -1.820
H 0.451 2.414 -1.630
H -3.557 -0.921 -0.012
H -0.466 -1.237 2.017
H 1.181 -0.803 2.147
H -0.127 0.434 2.302
H -0.031 -2.610 -1.723
```



(7)
Formula: C6H10N4OS
Source: the OMol25 dataset
Level of theory: ωB97M-V/def2-TZVPD

## Properties
- frontier orbital gap (alpha / beta) (eV) = 7.237 / 7.404
- ΔE to the lowest compared entry with this formula, charge and spin (kcal per mole) = 157.09
- energy (Eh) = -926.84600
- E_HOMO (alpha / beta) (eV) = -8.5584 / -8.7776
- multiplicity = 1
- LUMO level (alpha / beta) (eV) = -1.32 / -1.37

```
22
C6H10N4OS ωB97M-V/def2-TZVPD
C 0.364 -2.957 -1.387
C -0.103 -3.979 0.485
C -0.767 2.644 0.868
C 0.670 2.761 0.315
C -1.542 1.540 0.107
C 1.068 1.342 0.305
N -0.159 -4.092 -1.634
N -0.516 -4.700 -0.518
N 0.880 -1.840 0.710
N 0.478 -2.782 -0.021
O -0.085 0.524 -1.720
S -0.204 0.346 -0.333
H 0.795 -2.210 -2.122
H -0.119 -4.275 1.500
H -0.738 2.336 1.894
H -1.219 3.708 0.842
H 0.851 3.085 -0.831
H 1.359 3.341 0.797
H -2.328 1.082 0.672
H -2.041 1.928 -0.844
H 1.932 1.075 -0.371
H 1.425 1.123 1.287
```



(8)
Formula: C6H10N5
Source: the OMol25 dataset
Level of theory: ωB97M-V/def2-TZVPD

## Properties
- frontier orbital gap (eV) = 8.339
- ΔE to the lowest compared entry with this formula, charge and spin (kcal per mole) = 78.58
- energy (Eh) = -508.04526
- SMILES = [H]/N=C1/Cn2ccnc2CN1[NH3+]
- E_HOMO (eV) = -12.4001
- total charge = +1
- multiplicity = 1
- LUMO level (eV) = -4.06

```
21
C6H10N5 ωB97M-V/def2-TZVPD
C 3.633 -0.089 0.025
C 2.957 1.011 0.280
C 1.557 -0.677 -0.053
C -0.939 0.921 0.011
C 0.195 -1.324 -0.110
C 0.568 1.693 0.065
N 2.741 -1.150 -0.210
N -1.876 1.617 -0.347
N 1.567 0.691 0.259
N -0.848 -0.417 0.360
N -2.119 -1.099 0.374
H 4.696 -0.184 -0.041
H 3.374 1.976 0.590
H -0.043 -1.371 -1.172
H 0.346 -2.255 0.508
H 0.808 2.390 -0.762
H 0.482 2.220 1.052
H -2.881 1.387 -0.448
H -2.014 -1.862 1.089
H -2.319 -1.288 -0.552
H -2.712 -0.272 0.772
```



(9)
Formula: C6H10N5O
Source: the OMol25 dataset
Level of theory: ωB97M-V/def2-TZVPD

## Properties
- frontier orbital gap (eV) = 7.197
- ΔE to the lowest compared entry with this formula, charge and spin (kcal per mole) = 78.00
- energy (Eh) = -583.25631
- E_HOMO (eV) = -12.1677
- total charge = +1
- multiplicity = 1
- LUMO level (eV) = -4.97

```
22
C6H10N5O ωB97M-V/def2-TZVPD
C -0.920 1.254 1.073
C -0.112 -0.182 1.345
C -1.797 0.816 0.218
C 1.317 -0.394 -0.626
C -0.403 -1.491 -1.854
C -1.252 -0.178 -1.945
N 0.781 -0.632 0.604
N 0.956 -1.049 -1.702
N -0.440 2.251 1.840
N -0.541 -0.629 2.550
N 2.547 0.220 -0.761
O -2.124 0.130 -0.768
H -0.791 -2.283 -1.189
H -0.435 -1.886 -2.854
H -0.522 0.620 -2.140
H -2.000 -0.341 -2.686
H -0.915 3.200 1.716
H 0.047 2.053 2.729
H -1.523 -0.590 2.790
H -0.105 -1.444 2.838
H 3.003 0.677 -0.027
H 2.897 0.014 -1.621
```



(10)
Formula: C6H10N5O
Source: the OMol25 dataset
Level of theory: ωB97M-V/def2-TZVPD

## Properties
- frontier orbital gap (eV) = 8.462
- ΔE to the lowest compared entry with this formula, charge and spin (kcal per mole) = 5.18
- energy (Eh) = -583.37234
- E_HOMO (eV) = -12.0291
- total charge = +1
- multiplicity = 1
- LUMO level (eV) = -3.57

```
22
C6H10N5O ωB97M-V/def2-TZVPD
C 0.064 -2.783 -0.081
C 1.439 -2.728 0.018
C -0.107 -0.399 0.009
C 1.319 -0.478 0.054
C -2.865 0.378 0.373
C 1.518 1.894 -0.126
N -0.630 -1.635 -0.074
N 2.068 -1.557 0.077
N 2.060 0.726 0.065
N 2.158 3.038 -0.146
N -3.072 -0.658 -0.304
O -3.161 1.618 -0.034
H -0.486 -3.709 -0.156
H 2.057 -3.612 0.038
H -2.438 0.269 1.368
H 0.439 1.878 -0.273
H 3.064 0.601 0.188
H 3.158 3.097 0.007
H 1.662 3.903 -0.301
H -1.674 -1.629 -0.151
H -3.501 -0.492 -1.210
H -3.071 2.281 0.660
```